Molecular formula: C2H3O2P
Method: DFT, the ωB97M-V functional and the def2-TZVPD basis

Computed properties:
Charge: 0
Energy relative to the best compared isomer or geometry (same formula, charge and spin): 61.0 kcal/mol
Kohn-Sham gap: 8.83 eV
E: -569.7357 Eh
SMILES: O=CC(=O)P

CARTESIAN COORDINATES (ANGSTROEM)
O 0.57319 -1.74129 -0.60913
C 0.81598 -0.54397 -0.40519
C 0.03812 0.53425 -0.95286
O 0.05361 1.40146 -1.75659
P -1.37074 0.48738 0.72923
H 1.50885 0.01803 0.26461
H -1.42333 -0.90057 1.21454
H -0.19569 0.74470 1.51539

Atomic partial charges in e from the Mulliken method, atoms 1 to 2:
1. O -0.49
2. C -0.03